(1)
DFT (ωB97M-V with the def2-TZVPD basis set) results for a molecular structure, C6H7LiO6Rb in a non-equilibrium geometry.

## Properties
- E_LUMO (alpha / beta) (eV) = -1.4799 / -1.4867
- HOMO (alpha / beta) (eV) = -7.5 / -7.5
- ΔE to the lowest compared entry with this formula, charge and spin (kcal/mol) = 58.1
- 2S+1 = 2

Each line ends with the Mulliken spin population.
Positions of all 21 atoms, in Å:
Rb1 0.700 3.564 0.457  0.00
O1 -2.513 0.343 -0.151  0.01
O2 -2.550 2.515 0.168  0.00
O3 4.553 0.532 -0.408  0.00
O4 3.276 2.377 -0.171  0.00
O5 2.436 0.465 0.401  0.00
O6 -4.476 1.439 0.138  0.00
C1 3.538 1.148 -0.101  0.00
C2 -3.241 1.461 0.050  0.01
C3 2.449 -0.946 0.565  0.00
C4 -3.119 -0.891 -0.102  -0.18
C5 -2.404 -1.991 -0.006  1.05
C6 1.920 -1.640 -0.671  0.00
Li1 -4.318 3.432 0.304  0.00
H1 1.953 -2.729 -0.530  0.00
H2 0.831 -1.368 -0.864  0.01
H3 -2.616 -3.017 0.281  0.04
H4 -4.212 -0.867 -0.042  0.06
H5 1.799 -1.143 1.429  0.00
H6 3.467 -1.279 0.808  0.00
H7 2.529 -1.405 -1.554  0.00

Atoms 1-3, force components in eV/Å:
Rb 0.56 -0.78 -0.22
O 0.37 0.13 -0.26
O -0.12 0.59 -0.09

---

(2)
DFT (ωB97M-V with the def2-TZVPD basis set) results for a molecular structure, C6H7N in a non-equilibrium geometry.

## Properties
- E_LUMO (eV) = 1.1701
- HOMO (eV) = -8.7
- ΔE to the lowest compared entry with this formula, charge and spin (kcal/mol) = 106.1

Each line ends with the Mulliken charge.
Positions of all 14 atoms, in Å:
N1 0.882 -0.219 1.116  -0.63
C1 -0.847 0.777 -0.362  -0.46
C2 0.585 0.844 -0.800  -0.36
C3 0.065 -1.207 0.373  -0.04
C4 0.380 1.063 0.630  -0.30
C5 -1.247 -0.663 -0.163  -0.51
C6 1.174 -0.518 -0.306  -0.30
H1 -1.250 1.514 0.322  0.35
H2 0.170 -2.216 0.750  0.38
H3 2.140 -0.919 -0.578  0.39
H4 1.019 1.491 -1.548  0.41
H5 -1.492 -1.182 -1.105  0.30
H6 0.519 2.004 1.161  0.42
H7 -2.098 -0.770 0.511  0.34

Atoms 1-3, force components in eV/Å:
N 0.41 -0.22 0.09
C 0.43 -0.15 1.06
C 0.37 0.19 -0.06

---

(3)
DFT (ωB97M-V with the def2-TZVPD basis set) results for C6H7N in the gas phase in a non-equilibrium geometry.

## Properties
- E_LUMO (eV) = 0.9241
- HOMO (eV) = -10.1
- SMILES = C=C[C@H]1C[C@@H]1C#N
- ΔE to the lowest compared entry with this formula, charge and spin (kcal/mol) = 44.1

Each line ends with the Mulliken charge.
Positions of all 14 atoms, in Å:
N1 -1.067 2.633 -1.803  -0.44
C1 1.061 -1.079 0.136  -0.39
C2 -0.693 0.809 0.009  -0.13
C3 -0.205 -0.545 -0.439  -0.01
C4 -1.525 -0.425 0.269  -0.61
C5 -0.962 1.812 -0.993  -0.01
C6 1.986 -0.306 0.698  -0.74
H1 2.928 -0.701 1.064  0.26
H2 -2.427 -0.579 -0.316  0.29
H3 -0.219 1.220 0.895  0.53
H4 1.841 0.767 0.795  0.25
H5 1.249 -2.145 0.006  0.33
H6 -1.595 -0.722 1.312  0.26
H7 -0.321 -0.741 -1.504  0.40

Atoms 1-3, force components in eV/Å:
N -0.05 -0.79 0.76
C 0.13 0.11 0.09
C 0.09 0.16 0.05

---

(4)
DFT (ωB97M-V with the def2-TZVPD basis set) results for C6H7N in the gas phase in a non-equilibrium geometry.

## Properties
- E_LUMO (eV) = 0.9186
- HOMO (eV) = -7.8
- SMILES = Nc1ccccc1
- ΔE to the lowest compared entry with this formula, charge and spin (kcal/mol) = 41.0

Each line ends with the Mulliken charge.
Positions of all 14 atoms, in Å:
N1 -1.770 -0.988 1.022  -0.46
C1 1.529 0.524 -0.910  -0.47
C2 0.247 0.938 -1.494  -0.46
C3 0.486 -0.143 1.195  -0.58
C4 -0.910 0.429 -0.731  -0.44
C5 1.662 0.335 0.444  -0.20
C6 -0.706 -0.326 0.431  0.80
H1 0.117 1.277 -2.441  0.46
H2 -1.912 0.411 -1.326  0.14
H3 2.473 0.580 -1.520  0.29
H4 2.656 0.376 0.932  0.33
H5 -2.561 -1.236 0.431  0.18
H6 -1.909 -1.240 1.999  0.18
H7 0.598 -0.937 1.968  0.22

Atoms 1-3, force components in eV/Å:
N -1.30 -0.89 -0.52
C -0.14 2.97 -2.00
C -0.12 -4.78 5.87

---

(5)
DFT (ωB97M-V with the def2-TZVPD basis set) results for a molecular structure, C6H7N in a non-equilibrium geometry.

## Properties
- E_LUMO (alpha / beta) (eV) = 0.2561 / 0.1028
- HOMO (alpha / beta) (eV) = -7.9 / -8.1
- ΔE to the lowest compared entry with this formula, charge and spin (kcal/mol) = 143.5

Each line ends with the Mulliken charge.
Positions of all 14 atoms, in Å:
N1 1.047 0.152 1.072  -0.73
C1 -0.020 0.407 0.080  1.20
C2 -1.245 -0.515 0.259  -0.99
C3 -0.648 -1.681 -0.411  -0.51
C4 0.041 1.888 -0.459  -1.31
C5 0.638 -0.796 -0.599  0.09
C6 1.684 -0.793 0.384  -0.29
H1 2.574 -1.476 0.632  0.31
H2 -1.312 -0.638 1.286  0.33
H3 -0.163 1.734 -1.498  0.32
H4 -0.794 -2.710 -0.501  0.43
H5 -2.167 -0.176 -0.049  0.43
H6 -0.685 2.504 0.028  0.35
H7 1.049 2.101 -0.223  0.37

Atoms 1-3, force components in eV/Å:
N 2.39 -0.93 1.13
C 0.79 -0.30 -1.09
C 0.86 0.48 -0.65

---

(6)
DFT (ωB97M-V with the def2-TZVPD basis set) results for C6H7N in the gas phase in a non-equilibrium geometry.

## Properties
- E_LUMO (eV) = 0.4258
- HOMO (eV) = -8.7
- SMILES = C=CC#C/N=C/C
- ΔE to the lowest compared entry with this formula, charge and spin (kcal/mol) = 102.8

Each line ends with the Mulliken charge.
Positions of all 14 atoms, in Å:
N1 -1.150 -1.372 0.283  -0.50
C1 -2.982 0.229 0.010  -0.95
C2 2.264 0.014 -0.448  -0.21
C3 1.316 -1.012 -0.085  -0.02
C4 0.211 -1.467 0.137  0.31
C5 3.193 0.481 0.427  -0.69
C6 -1.494 -0.150 0.041  0.16
H1 2.432 0.423 -1.461  0.29
H2 4.035 1.105 0.116  0.24
H3 -3.279 1.142 0.614  0.28
H4 -0.758 0.451 -0.443  0.26
H5 -3.379 0.404 -1.041  0.25
H6 3.207 0.349 1.465  0.31
H7 -3.616 -0.597 0.386  0.28

Atoms 1-3, force components in eV/Å:
N 0.05 0.41 0.66
C -0.77 0.35 0.03
C 2.56 -0.12 1.11

---

(7)
DFT (ωB97M-V with the def2-TZVPD basis set) results for C6H7N in the gas phase in a non-equilibrium geometry.

## Properties
- E_LUMO (alpha / beta) (eV) = -1.4234 / -1.4272
- HOMO (alpha / beta) (eV) = -8.8 / -8.8
- ΔE to the lowest compared entry with this formula, charge and spin (kcal/mol) = 109.5

Each line ends with the Mulliken charge.
Positions of all 14 atoms, in Å:
N1 2.751 -0.540 2.518  -0.42
C1 1.022 0.286 0.730  -0.27
C2 -1.357 -0.089 -0.183  -0.27
C3 1.984 -0.168 1.736  0.08
C4 -0.304 -0.493 0.813  -0.47
C5 0.087 0.228 -2.109  -0.72
C6 -1.214 0.224 -1.500  -0.04
H1 -0.018 0.651 -3.126  0.18
H2 1.436 0.158 -0.275  0.29
H3 -0.722 -0.406 1.822  0.37
H4 0.841 1.357 0.873  0.29
H5 -2.136 0.484 -2.031  0.34
H6 -0.099 -1.561 0.659  0.31
H7 -2.370 -0.059 0.225  0.32

Atoms 1-3, force components in eV/Å:
N -0.76 0.35 -0.72
C 0.01 0.05 -0.08
C 0.05 -0.01 -0.04

---

(8)
DFT (ωB97M-V with the def2-TZVPD basis set) results for C6H7N in the gas phase in a non-equilibrium geometry.

## Properties
- E_LUMO (eV) = 0.9977
- HOMO (eV) = -8.3
- SMILES = Cc1ccc2n1C2
- ΔE to the lowest compared entry with this formula, charge and spin (kcal/mol) = 98.3

Each line ends with the Mulliken charge.
Positions of all 14 atoms, in Å:
N1 -0.426 -0.642 -0.241  -0.22
C1 0.142 1.449 -0.246  -0.23
C2 -1.326 1.451 -0.130  -0.52
C3 1.982 -0.441 -0.052  -1.03
C4 -1.624 -1.239 0.415  -0.04
C5 0.677 0.200 -0.155  0.29
C6 -1.671 0.101 -0.180  -0.26
H1 2.752 0.273 0.088  0.33
H2 0.759 2.344 -0.469  0.33
H3 -1.994 2.259 0.117  0.40
H4 -1.381 -1.496 1.371  0.30
H5 1.788 -1.227 0.737  0.25
H6 2.352 -0.914 -1.075  0.22
H7 -2.030 -2.118 -0.181  0.17

Atoms 1-3, force components in eV/Å:
N -2.61 0.39 -1.25
C -0.14 2.50 -0.22
C 1.11 -1.84 0.32